1.
C24H28BiFN5O4 as an isolated structure, computed with the ωB97M-V functional and the def2-TZVPD basis.

Element x y z (Å)
Bi: 2.881 -1.615 -1.370
C: 1.603 -0.771 -5.841
C: 1.696 -1.578 -4.589
O: 2.133 -1.077 -3.530
N: 1.305 -2.843 -4.680
C: 1.223 -3.736 -3.538
C: 2.546 -4.352 -3.164
C: 2.972 -5.567 -3.682
C: 4.150 -6.134 -3.212
C: 4.860 -5.475 -2.216
C: 4.401 -4.246 -1.783
N: 3.286 -3.694 -2.267
H: 1.766 0.283 -5.637
H: 0.637 -0.911 -6.319
H: 2.368 -1.098 -6.544
H: 1.008 -3.202 -5.578
H: 0.509 -4.528 -3.775
H: 0.864 -3.161 -2.674
H: 2.384 -6.069 -4.435
H: 4.495 -7.081 -3.600
H: 5.754 -5.902 -1.783
H: 4.913 -3.695 -1.011
C: -0.217 0.534 5.155
C: -1.012 -0.466 4.320
N: -0.518 -0.573 2.953
C: 0.320 -1.553 2.647
C: 0.845 -1.763 1.384
C: 1.784 -2.943 1.265
O: 1.748 -3.829 2.068
O: 2.638 -2.923 0.264
C: 0.419 -0.959 0.312
O: 0.812 -1.082 -0.933
C: -0.531 0.063 0.631
C: -1.049 0.905 -0.370
C: -1.869 1.948 -0.057
F: -2.322 2.725 -1.057
C: -2.182 2.295 1.290
C: -1.705 1.425 2.269
C: -0.927 0.301 1.973
N: -2.856 3.442 1.624
C: -3.849 4.103 0.804
C: -3.363 5.493 0.397
N: -3.115 6.292 1.628
C: -2.153 5.595 2.519
C: -2.648 4.180 2.851
H: -0.646 0.584 6.152
H: -0.231 1.531 4.722
H: 0.820 0.221 5.251
H: -2.068 -0.196 4.285
H: -0.938 -1.449 4.785
H: 0.617 -2.236 3.434
H: -0.762 0.729 -1.394
H: -1.949 1.634 3.295
H: -4.769 4.197 1.395
H: -4.092 3.527 -0.085
H: -4.106 5.989 -0.227
H: -2.428 5.418 -0.161
H: -4.007 6.431 2.124
H: -2.752 7.222 1.381
H: -2.023 6.166 3.440
H: -1.194 5.538 2.000
H: -3.585 4.228 3.420
H: -1.889 3.712 3.475

Computed properties:
* HOMO-LUMO gap: 0.2932 Ha
* energy relative to the best compared isomer or geometry (same formula, charge and spin): 30.1 kJ/mol
* energy: -1819.7684 Ha
* net charge: +3
* LUMO level: -8.0063 eV
* multiplicity: 1
* HOMO: -16.0 eV

---

2.
One molecule with the formula C4H6O2, computed with the ωB97M-V functional and the def2-TZVPD basis.

Element x y z (Å)
C: 1.231 0.193 -0.727
C: -0.217 -0.491 0.090
C: 0.131 0.542 1.078
O: 0.306 1.737 1.073
C: -1.688 -0.481 -0.251
O: -2.525 -1.332 -0.048
H: 1.529 -0.709 -1.214
H: 2.150 0.645 -0.253
H: 0.880 0.945 -1.424
H: 0.060 -1.520 0.363
H: 0.189 0.038 2.018
H: -2.047 0.435 -0.706

Computed properties:
* SMILES: CC(C=O)C=O
* HOMO-LUMO gap: 0.3655 Ha
* energy relative to the best compared isomer or geometry (same formula, charge and spin): 345.0 kJ/mol
* energy: -306.3749 Ha
* net charge: 0
* LUMO level: 0.2678 eV
* multiplicity: 1
* HOMO: -9.7 eV

---

3.
A 12-piece molecular cluster, C42H77Cl5N14 overall, computed with the ωB97M-V functional and the def2-TZVPD basis.

Element x y z (Å)
C: 1.602 7.517 1.861
C: 2.679 6.631 1.155
N: 3.497 5.785 2.045
C: 4.717 5.192 1.716
C: 5.275 4.497 2.837
N: 4.427 4.836 3.894
C: 3.339 5.525 3.384
C: 4.634 4.376 5.220
H: 0.963 6.942 2.531
H: 0.887 7.992 1.189
H: 1.857 8.450 2.362
H: 3.332 7.290 0.583
H: 2.290 5.973 0.378
H: 5.041 5.229 0.686
H: 5.990 3.689 2.862
H: 2.475 5.889 3.921
H: 3.712 4.412 5.800
H: 5.423 4.919 5.739
H: 4.855 3.309 5.262
C: -2.917 -3.806 -1.304
C: -2.414 -4.640 -0.188
N: -2.541 -6.072 -0.627
C: -3.708 -6.738 -0.520
C: -3.561 -7.993 -1.135
N: -2.323 -8.032 -1.615
C: -1.774 -6.831 -1.452
C: -1.727 -9.118 -2.403
H: -2.393 -2.854 -1.220
H: -3.964 -3.521 -1.200
H: -2.641 -4.215 -2.276
H: -2.884 -4.487 0.784
H: -1.367 -4.433 0.035
H: -4.395 -6.159 0.079
H: -4.253 -8.808 -1.287
H: -0.829 -6.437 -1.795
H: -1.326 -9.833 -1.685
H: -1.027 -8.663 -3.104
H: -2.531 -9.653 -2.909
C: 3.119 0.758 2.249
C: 4.332 1.435 1.614
N: 5.171 0.392 1.088
C: 5.986 0.525 -0.045
C: 6.769 -0.600 -0.132
N: 6.354 -1.489 0.841
C: 5.491 -0.862 1.714
C: 6.877 -2.827 1.161
H: 2.299 1.475 2.282
H: 3.413 0.352 3.217
H: 2.777 -0.017 1.564
H: 4.821 1.754 2.535
H: 4.127 2.188 0.853
H: 6.020 1.424 -0.642
H: 7.512 -0.877 -0.865
H: 5.076 -1.360 2.578
H: 6.060 -3.548 1.134
H: 7.471 -2.872 2.074
H: 7.521 -3.009 0.300
C: -1.367 2.753 2.186
C: -1.984 1.954 3.266
N: -3.327 2.386 3.743
C: -3.609 3.602 4.373
C: -4.980 3.656 4.360
N: -5.500 2.555 3.836
C: -4.475 1.694 3.619
C: -6.915 2.003 3.688
H: -1.855 2.618 1.220
H: -0.278 2.743 2.138
H: -1.589 3.813 2.310
H: -1.340 2.027 4.143
H: -2.019 0.905 2.971
H: -2.942 4.395 4.680
H: -5.589 4.479 4.702
H: -4.526 0.682 3.245
H: -6.933 1.018 4.155
H: -7.121 1.969 2.618
H: -7.639 2.618 4.222
C: 1.334 3.222 -0.225
C: 0.494 3.602 -1.478
N: 0.584 2.393 -2.337
C: 1.693 1.986 -3.100
C: 1.375 0.858 -3.796
N: 0.042 0.531 -3.451
C: -0.451 1.541 -2.626
C: -0.676 -0.651 -3.886
H: 1.467 2.155 -0.044
H: 0.906 3.599 0.703
H: 2.304 3.717 -0.272
H: 0.865 4.510 -1.952
H: -0.533 3.739 -1.139
H: 2.645 2.464 -2.924
H: 1.788 0.136 -4.485
H: -1.478 1.686 -2.326
H: -0.357 -1.144 -4.804
H: -1.691 -0.294 -4.058
H: -0.705 -1.433 -3.127
C: -4.383 -1.470 -4.239
C: -5.841 -1.668 -3.803
N: -6.079 -1.406 -2.353
C: -6.212 -2.380 -1.395
C: -5.896 -1.806 -0.194
N: -5.775 -0.395 -0.326
C: -5.989 -0.161 -1.684
C: -5.576 0.570 0.630
H: -3.708 -2.166 -3.740
H: -3.923 -0.496 -4.072
H: -4.301 -1.576 -5.321
H: -6.087 -2.719 -3.955
H: -6.594 -1.075 -4.322
H: -6.330 -3.427 -1.632
H: -5.727 -2.113 0.828
H: -5.761 0.797 -2.125
H: -6.290 1.375 0.454
H: -4.547 0.929 0.646
H: -5.819 0.129 1.597
C: -0.081 -1.546 0.297
C: 1.259 -2.286 0.456
N: 2.237 -2.167 -0.593
C: 2.803 -1.025 -1.020
C: 3.750 -1.396 -1.962
N: 3.853 -2.733 -2.067
C: 2.850 -3.198 -1.235
C: 4.921 -3.445 -2.787
H: -0.546 -1.502 -0.688
H: -0.035 -0.531 0.693
H: -0.871 -2.081 0.823
H: 0.926 -3.323 0.490
H: 1.857 -2.062 1.339
H: 2.556 -0.084 -0.552
H: 4.358 -0.771 -2.600
H: 2.916 -4.246 -0.986
H: 5.551 -4.052 -2.136
H: 5.462 -2.833 -3.509
H: 4.318 -4.112 -3.402
Cl: 4.674 3.852 -2.026
Cl: 0.363 -4.126 -3.738
Cl: -3.748 3.147 -1.649
Cl: 2.888 -1.800 -5.885
Cl: -2.660 1.890 -5.527

Computed properties:
* HOMO-LUMO gap: 0.1095 Ha
* energy: -4713.2585 Ha
* net charge: +2
* LUMO level: -5.1599 eV
* multiplicity: 1
* HOMO: -8.1 eV

---

4.
C14H15O4PPd as an isolated structure, computed with the ωB97M-V functional and the def2-TZVPD basis.

Element x y z (Å)
Pd: -2.532 -0.108 -0.645
O: -0.997 -1.489 -2.982
C: -1.600 -0.968 -2.142
C: -2.065 0.903 0.977
O: -1.738 1.409 1.972
C: -1.699 -1.632 0.396
O: -1.334 -2.564 0.982
C: -2.040 1.595 -1.583
O: -1.615 2.534 -2.112
C: -5.461 -0.486 -1.553
H: -5.367 0.012 -2.524
H: -5.412 -1.580 -1.579
C: -5.613 0.193 -0.419
H: -5.699 -0.305 0.551
H: -5.651 1.286 -0.396
C: 1.296 2.201 0.089
P: 0.840 0.453 -0.358
C: 1.679 0.464 -1.971
C: 2.136 -0.376 0.715
C: 1.748 -0.652 2.043
C: 2.668 -1.196 2.943
C: 3.976 -1.452 2.540
C: 4.385 -1.137 1.243
C: 3.472 -0.600 0.327
H: 0.796 2.900 -0.606
H: 2.397 2.229 -0.031
H: 0.992 2.375 1.135
H: 2.642 0.976 -1.830
H: 1.809 -0.567 -2.320
H: 1.047 1.039 -2.664
H: 0.721 -0.463 2.365
H: 2.340 -1.417 3.957
H: 4.681 -1.880 3.248
H: 5.411 -1.317 0.928
H: 3.788 -0.378 -0.696

Computed properties:
* HOMO-LUMO gap (spin up / spin down): 0.2847 / 0.1825 Ha
* energy relative to the best compared isomer or geometry (same formula, charge and spin): 160.0 kJ/mol
* energy: -1311.9025 Ha
* net charge: +2
* LUMO level (spin up / spin down): -7.4546 / -10.9933 eV
* multiplicity: 3
* HOMO (spin up / spin down): -15.2 / -16.0 eV

---

5.
A 4-piece molecular cluster, C16H34N8O6 overall, computed with the ωB97M-V functional and the def2-TZVPD basis.

Element x y z (Å)
H: 1.585 -2.983 -2.034
N: 1.403 -2.459 -2.902
C: 0.568 -1.486 -2.675
C: 0.221 -0.584 -3.926
C: 0.009 -1.282 -1.205
C: -1.481 -1.788 -0.959
C: -1.496 -3.335 -1.441
C: -1.995 -3.541 -2.902
C: -2.120 -3.456 -4.122
C: -2.451 -0.861 -1.810
N: -2.445 0.574 -1.399
C: -2.171 1.506 -2.520
O: -1.910 -1.843 0.417
C: -1.346 -0.878 1.271
O: -2.029 0.111 1.521
C: 0.026 -0.990 2.050
C: 1.079 0.162 1.767
C: 2.416 -0.316 1.006
O: 0.580 1.312 1.063
H: 1.053 -0.722 -4.684
H: 0.161 0.521 -3.693
H: -0.724 -0.974 -4.434
H: 0.147 -0.191 -0.937
H: 0.684 -1.898 -0.517
H: -2.209 -3.890 -0.747
H: -0.480 -3.827 -1.275
H: -2.150 -3.279 -5.233
H: -2.283 -0.887 -2.924
H: -3.513 -1.243 -1.613
H: -3.388 0.791 -1.057
H: -2.556 1.175 -3.532
H: -1.073 1.800 -2.518
H: -2.731 2.474 -2.275
H: 0.512 -1.966 1.707
H: -0.212 -1.060 3.156
H: 1.432 0.542 2.789
H: 2.517 -1.439 1.008
H: 2.353 0.129 -0.042
H: 3.283 0.217 1.517
H: 1.305 1.942 0.894
N: 4.271 -2.892 -4.208
C: 4.650 -3.998 -3.519
N: 5.730 -4.648 -4.032
O: 4.067 -4.382 -2.516
H: 4.737 -2.561 -5.033
H: 3.473 -2.384 -3.858
H: 6.041 -5.474 -3.548
H: 6.223 -4.351 -4.853
N: -0.475 2.198 4.546
C: 0.256 3.001 5.365
N: 0.137 2.720 6.689
O: 0.963 3.904 4.943
H: -1.061 1.452 4.872
H: -0.414 2.374 3.554
H: 0.663 3.292 7.329
H: -0.438 1.983 7.054
N: -3.220 4.861 4.405
C: -2.710 5.869 3.645
N: -1.397 5.730 3.330
O: -3.380 6.821 3.279
H: -2.686 4.071 4.716
H: -4.191 4.927 4.660
H: -0.982 6.454 2.769
H: -0.830 4.954 3.623

Computed properties:
* SMILES: [H]/N=C(/C)C[C@](CC#C)(CNC)OC(=O)C[C@@H](C)O.NC(N)=O.NC(N)=O.NC(N)=O
* HOMO-LUMO gap: 0.3360 Ha
* energy: -1519.4899 Ha
* net charge: 0
* LUMO level: 0.2484 eV
* multiplicity: 1
* HOMO: -8.9 eV

---

6.
C14H35GaNOP as an isolated structure, computed with the ωB97M-V functional and the def2-TZVPD basis.

Element x y z (Å)
C: 4.670 -4.640 -0.977
C: 4.500 -3.100 -1.250
O: 3.148 -2.799 -0.975
C: 2.795 -1.516 -1.466
C: 1.255 -1.369 -1.181
Ga: 0.226 -2.876 -2.210
P: -1.392 -3.681 -0.656
C: -2.830 -4.372 -1.671
C: -2.010 -2.233 0.411
H: 4.626 -5.188 -1.930
H: 5.564 -4.854 -0.370
H: 3.797 -4.940 -0.365
H: 4.802 -2.873 -2.289
H: 5.148 -2.575 -0.514
H: 3.333 -0.732 -0.877
H: 3.022 -1.383 -2.542
H: 0.884 -0.355 -1.425
H: 1.157 -1.624 -0.098
H: 1.225 -4.023 -2.707
H: -0.626 -2.195 -3.394
H: -2.883 -3.857 -2.654
H: -2.622 -5.442 -1.859
H: -3.795 -4.301 -1.136
H: -2.376 -2.630 1.383
H: -2.864 -1.680 -0.039
H: -1.191 -1.527 0.666
C: -0.756 2.715 -1.622
C: -1.381 1.627 -0.754
C: -1.883 2.016 0.627
N: -0.836 2.524 1.602
C: 0.324 1.572 1.656
C: -0.384 3.945 1.325
C: -1.446 4.814 1.959
C: -1.733 4.108 3.272
C: -1.469 2.625 3.003
H: 0.253 2.966 -1.289
H: -0.659 2.364 -2.649
H: -1.371 3.619 -1.636
H: -0.692 0.784 -0.677
H: -2.247 1.238 -1.296
H: -2.308 1.124 1.089
H: -2.672 2.768 0.568
H: 0.823 1.561 0.690
H: -0.057 0.583 1.905
H: 1.018 1.915 2.421
H: 0.585 4.081 1.807
H: -0.286 4.128 0.263
H: -2.342 4.851 1.336
H: -1.105 5.838 2.103
H: -2.749 4.284 3.620
H: -1.058 4.466 4.051
H: -2.372 2.021 3.026
H: -0.756 2.228 3.722

Computed properties:
* HOMO-LUMO gap: 0.1723 Ha
* energy: -2950.3643 Ha
* net charge: 0
* LUMO level: -0.5083 eV
* multiplicity: 1
* HOMO: -5.2 eV

---

7.
C21H24ClN5NaO2 as an isolated structure, computed with the ωB97M-V functional and the def2-TZVPD basis.

Element x y z (Å)
Na: 0.665 0.892 -1.667
O: -5.749 -2.476 -0.959
C: -5.400 -1.514 -0.244
O: -6.034 -0.841 0.594
C: -4.002 -0.946 -0.587
C: -3.198 -1.562 -1.532
C: -1.951 -1.021 -1.818
N: -1.505 0.080 -1.218
C: -2.258 0.666 -0.292
C: -3.517 0.186 0.048
C: -1.627 1.856 0.376
C: -2.178 2.444 1.510
C: -1.506 3.489 2.120
C: -0.307 3.934 1.585
C: 0.162 3.307 0.443
N: -0.476 2.294 -0.145
C: -0.992 -1.641 -2.798
C: -1.331 -2.742 -3.577
C: -0.391 -3.266 -4.448
C: 0.866 -2.687 -4.524
C: 1.125 -1.594 -3.712
N: 0.223 -1.083 -2.872
H: -3.588 -2.455 -2.003
H: -4.156 0.645 0.792
H: -3.110 2.080 1.918
H: -1.916 3.949 3.012
H: 0.251 4.743 2.040
H: 1.093 3.616 -0.028
H: -2.316 -3.181 -3.506
H: -0.641 -4.119 -5.067
H: 1.625 -3.066 -5.196
H: 2.092 -1.096 -3.727
C: 1.870 0.942 3.647
C: 2.050 -0.205 2.657
C: 3.544 -0.422 2.388
C: 1.428 -1.477 3.223
N: 1.308 0.200 1.453
N: 1.336 -0.685 0.348
H: 2.349 0.708 4.601
H: 0.806 1.125 3.815
H: 2.317 1.863 3.256
H: 4.071 -0.663 3.315
H: 3.990 0.480 1.958
H: 3.709 -1.246 1.691
H: 1.875 -1.717 4.191
H: 1.591 -2.329 2.560
H: 0.351 -1.342 3.357
H: 1.693 1.073 1.104
H: 0.692 -1.449 0.502
H: 2.265 -1.046 0.159
Cl: 2.144 2.304 -3.239
C: 3.122 1.565 -1.806
H: 3.633 2.436 -1.386
H: 3.907 0.999 -2.315

Computed properties:
* HOMO-LUMO gap: 0.2244 Ha
* energy relative to the best compared isomer or geometry (same formula, charge and spin): 0.0 kJ/mol
* energy: -1861.4713 Ha
* net charge: -1
* LUMO level: 2.0336 eV
* multiplicity: 1
* HOMO: -4.1 eV

---

8.
One molecule with the formula C25H31N5O5, computed with the ωB97M-V functional and the def2-TZVPD basis.

Element x y z (Å)
C: 2.061 0.188 3.545
C: 1.736 -0.044 2.064
N: 1.543 -1.424 1.670
C: 0.263 -1.990 2.068
C: -0.709 -2.020 0.888
C: 2.692 -2.277 1.874
C: 2.760 -3.379 0.809
N: 2.774 -2.797 -0.511
C: 1.843 -3.075 -1.435
O: 1.039 -3.983 -1.363
C: 1.871 -2.089 -2.613
N: 1.356 -0.809 -2.182
C: 2.112 0.088 -1.523
O: 3.319 -0.029 -1.364
C: 1.309 1.246 -1.032
N: 0.066 0.963 -0.814
N: -0.798 1.861 -0.373
C: -2.109 1.355 -0.167
C: -2.828 1.703 0.968
C: -4.083 1.184 1.194
C: -4.640 0.287 0.284
O: -5.875 -0.183 0.592
C: -6.499 -1.093 -0.282
C: -3.924 -0.074 -0.853
C: -2.661 0.455 -1.093
O: -1.915 0.155 -2.191
C: -2.425 -0.754 -3.138
C: -0.489 3.201 -0.138
O: -1.340 3.999 0.202
C: 0.924 3.530 -0.340
C: 1.357 4.833 -0.089
C: 2.681 5.166 -0.267
C: 3.592 4.203 -0.698
C: 3.185 2.914 -0.955
C: 1.843 2.557 -0.779
H: 3.009 -0.274 3.810
H: 1.285 -0.231 4.181
H: 2.129 1.254 3.742
H: 0.820 0.495 1.810
H: 2.546 0.368 1.452
H: 0.409 -3.007 2.443
H: -0.183 -1.403 2.881
H: -0.755 -1.037 0.426
H: -1.705 -2.295 1.229
H: -0.382 -2.739 0.144
H: 2.708 -2.752 2.870
H: 3.589 -1.658 1.778
H: 3.664 -3.977 0.966
H: 1.889 -4.036 0.860
H: 3.331 -1.959 -0.633
H: 1.252 -2.472 -3.425
H: 2.898 -1.947 -2.957
H: 0.355 -0.692 -2.093
H: -2.397 2.394 1.673
H: -4.649 1.453 2.070
H: -7.464 -1.319 0.170
H: -5.922 -2.018 -0.381
H: -6.660 -0.654 -1.272
H: -4.348 -0.768 -1.557
H: -3.366 -0.401 -3.572
H: -1.673 -0.811 -3.924
H: -2.568 -1.748 -2.702
H: 0.628 5.557 0.243
H: 3.016 6.174 -0.072
H: 4.629 4.474 -0.833
H: 3.885 2.164 -1.283

Computed properties:
* SMILES: CCN(CC)CCNC(=O)CNC(=O)c1nn(-c2ccc(OC)cc2OC)c(=O)c2ccccc12
* HOMO-LUMO gap: 0.2995 Ha
* energy relative to the best compared isomer or geometry (same formula, charge and spin): 379.7 kJ/mol
* energy: -1621.2536 Ha
* net charge: 0
* LUMO level: 0.0300 eV
* multiplicity: 1
* HOMO: -8.1 eV